Computed, not measured: C5H7NO in the gas phase, with ωB97M-V/def2-TZVPD.

Structure (XYZ):
```
14
Properties=species:S:1:pos:R:3:forces:R:3:lowdin_charge:R:1
N 1.680 -1.817 -0.027 0.04 0.44 -0.34 0.16
C 1.037 -0.762 -0.301 -0.23 -0.19 0.22 -0.43
O 1.442 0.409 -0.896 -0.13 0.21 0.42 -0.01
C 0.371 1.424 -0.848 0.16 -0.18 -0.09 -0.10
C -0.854 0.731 -0.286 0.06 0.07 0.02 -0.21
C -1.330 -0.406 -1.127 -0.19 -0.08 -0.17 -0.05
C -0.400 -0.659 0.024 -0.05 -0.12 0.26 -0.17
H 2.661 -1.847 -0.284 0.05 0.43 -0.08 0.05
H 0.276 1.750 -1.885 -0.22 0.04 0.08 0.12
H 0.610 2.313 -0.240 0.52 -0.61 -0.06 0.13
H -1.515 1.239 0.412 0.15 0.06 -0.31 0.14
H -0.929 -0.450 -2.137 -0.07 -0.13 0.17 0.12
H -2.345 -0.764 -1.011 0.07 0.09 -0.02 0.11
H -0.726 -1.207 0.895 -0.14 -0.03 -0.10 0.15
```
Positions in Å, forces in eV/Å.

- orbital gap (Eh) = 0.39501
- relative energy (zero: lowest compared OMol25 entry of this formula, charge and spin) (eV) = 1.309
- SMILES string = [H]/N=C1\OC[C@H]2C[C@@H]12
- HOMO energy (eV) = -9.741

***

Computed, not measured: C5H7NO in the gas phase at a distorted geometry, with ωB97M-V/def2-TZVPD.

Structure (XYZ):
```
14
Properties=species:S:1:pos:R:3:forces:R:3:lowdin_charge:R:1
O 1.637 1.523 -1.634 -0.53 -0.73 0.54 0.11
C 1.056 0.670 -1.019 0.30 0.25 -0.22 -0.35
C 1.344 -0.177 0.237 0.10 0.05 0.01 -0.08
N 0.067 -0.926 0.028 -0.04 0.40 -0.14 -0.13
C -0.994 -0.641 1.019 0.10 -0.08 -0.20 -0.29
C -1.622 0.675 0.544 0.20 -0.02 0.43 0.12
C -0.272 -0.073 -1.182 -0.26 -0.07 0.20 -0.09
H 2.230 -0.823 0.165 -0.22 0.19 -0.03 0.12
H 1.409 0.407 1.168 -0.07 -0.11 -0.22 0.12
H -0.564 -0.571 2.031 -0.14 0.05 -0.23 0.11
H -1.723 -1.463 1.016 0.20 0.23 -0.02 0.10
H -0.868 1.471 0.747 -0.13 -0.20 -0.14 0.03
H -1.244 0.536 -0.994 0.39 -0.13 -0.27 0.08
H -0.456 -0.610 -2.127 0.10 0.18 0.29 0.14
```
Positions in Å, forces in eV/Å.

- orbital gap (Eh) = 0.29297
- relative energy (zero: lowest compared OMol25 entry of this formula, charge and spin) (eV) = 6.216
- HOMO energy (eV) = -8.718

***

Computed, not measured: C5H7NO in the gas phase at a distorted geometry, with ωB97M-V/def2-TZVPD.

Structure (XYZ):
```
14
Properties=species:S:1:pos:R:3:forces:R:3:lowdin_charge:R:1
C -0.939 -0.833 1.049 -0.23 -0.08 -0.22 -0.07
C -0.677 0.495 0.326 -0.89 0.08 -1.01 -0.28
C 0.740 0.686 -0.271 0.03 0.04 -0.40 -0.14
C 1.792 -0.392 -0.301 -0.08 -0.28 0.17 -0.24
O 1.688 -1.535 0.074 0.06 0.52 -0.09 0.05
C -1.479 0.643 -1.041 1.09 -0.12 0.30 -0.14
N -1.475 0.771 -2.198 -1.16 -0.18 1.53 0.12
H -1.053 -1.600 0.285 -0.08 -0.20 0.20 0.08
H -1.851 -0.766 1.647 0.06 -0.05 -0.16 0.08
H -0.112 -1.164 1.690 -0.21 0.47 -0.21 0.08
H -0.947 1.347 0.957 0.06 -0.17 -0.14 0.13
H 0.431 0.732 -1.311 1.41 0.22 -0.40 0.08
H 1.170 1.673 -0.071 0.05 -0.24 0.24 0.13
H 2.712 -0.059 -0.834 -0.11 -0.01 0.19 0.13
```
Positions in Å, forces in eV/Å.

- orbital gap (Eh) = 0.39260
- relative energy (zero: lowest compared OMol25 entry of this formula, charge and spin) (eV) = 1.996
- SMILES string = C[C@H](C#N)CC=O
- HOMO energy (eV) = -10.134

***

Computed, not measured: a molecular structure, C5H7NO, with ωB97M-V/def2-TZVPD.

Structure (XYZ):
```
14
Properties=species:S:1:pos:R:3:forces:R:3:lowdin_charge:R:1
O -1.024 -0.146 1.761 -0.13 -0.06 0.20 0.00
C -0.152 -0.738 0.836 0.30 -0.11 -0.24 -0.31
C -0.563 -0.899 -0.609 -0.27 -0.25 -0.04 -0.16
C -0.258 0.365 -1.326 -0.19 0.21 -0.27 -0.21
C 0.306 1.368 -0.341 -0.03 0.08 0.03 -0.07
C 0.975 0.129 0.260 0.31 0.08 0.38 -0.19
N 0.830 -0.618 -1.078 0.15 -0.12 -0.11 0.08
H -1.214 -0.781 2.459 -0.02 0.15 -0.08 0.09
H 0.263 -1.681 1.210 -0.06 0.10 -0.04 0.15
H -1.155 -1.693 -1.057 0.08 0.15 0.09 0.14
H -0.628 0.548 -2.331 0.04 -0.04 0.18 0.13
H -0.373 1.950 0.290 0.09 -0.08 -0.09 0.11
H 1.045 2.013 -0.824 -0.11 -0.09 0.06 0.11
H 1.948 0.183 0.749 -0.16 -0.01 -0.07 0.14
```
Positions in Å, forces in eV/Å.

- orbital gap (Eh) = 0.38081
- relative energy (zero: lowest compared OMol25 entry of this formula, charge and spin) (eV) = 2.909
- HOMO energy (eV) = -9.597

***

Computed, not measured: C5H7NO in the gas phase at a distorted geometry, with ωB97M-V/def2-TZVPD.

Structure (XYZ):
```
14
Properties=species:S:1:pos:R:3:forces:R:3:lowdin_charge:R:1
C 1.100 -1.713 -0.003 0.12 0.05 0.32 -0.13
C 0.301 -0.444 -0.174 -1.39 0.31 2.23 -0.23
C -0.402 -0.154 -1.361 0.62 -0.09 0.54 -0.34
O -1.392 0.589 -1.598 0.32 0.32 0.60 -0.12
C -0.538 1.341 1.114 0.43 -0.06 -0.65 -0.07
N -0.945 2.354 0.442 0.48 -0.50 0.08 0.16
C -0.186 0.111 1.338 0.26 -0.71 -2.52 0.04
H 1.924 -1.525 0.683 0.15 -0.29 0.07 0.06
H 1.528 -2.187 -0.901 -0.30 0.59 0.03 0.08
H 0.416 -2.450 0.441 0.40 -0.14 0.07 0.07
H 0.097 -0.697 -2.216 -0.48 0.27 0.39 0.12
H -1.457 2.073 -0.429 -0.21 -0.22 -0.04 0.12
H -0.297 3.131 0.351 -0.23 0.06 0.11 0.13
H -0.148 -0.429 2.315 -0.17 0.40 -1.23 0.12
```
Positions in Å, forces in eV/Å.

- orbital gap (alpha / beta) (Eh) = 0.25434 / 0.25437
- relative energy (zero: lowest compared OMol25 entry of this formula, charge and spin) (eV) = 4.429
- HOMO energy (alpha / beta) (eV) = -7.288 / -7.288

***

Computed, not measured: C5H7NO in the gas phase, with ωB97M-V/def2-TZVPD.

Structure (XYZ):
```
14
Properties=species:S:1:pos:R:3:forces:R:3:lowdin_charge:R:1
O 0.487 -1.991 -1.153 -0.04 0.50 -0.30 0.05
C 0.539 -0.864 -1.589 -0.05 -0.25 0.17 -0.20
C 0.828 0.372 -0.790 0.12 -0.05 -0.10 -0.22
C -0.104 1.157 0.065 -0.20 0.31 -0.14 -0.20
C -1.183 0.294 0.693 -0.09 -0.01 -0.03 -0.11
C -0.010 -0.526 1.273 -0.03 -0.25 0.23 -0.15
N 1.021 0.386 0.658 0.19 -0.04 0.09 0.02
H 0.440 -0.690 -2.682 -0.04 0.07 0.12 0.12
H 1.548 1.000 -1.316 0.00 -0.12 0.14 0.14
H -0.083 2.246 0.068 -0.05 -0.21 -0.21 0.13
H -1.865 -0.195 -0.009 0.10 0.00 0.14 0.11
H -1.769 0.814 1.454 0.12 -0.08 -0.11 0.10
H 0.078 -1.568 0.973 -0.01 0.15 0.11 0.09
H 0.074 -0.436 2.356 -0.03 -0.01 -0.10 0.11
```
Positions in Å, forces in eV/Å.

- orbital gap (Eh) = 0.37549
- relative energy (zero: lowest compared OMol25 entry of this formula, charge and spin) (eV) = 2.773
- SMILES string = O=C[C@H]1[C@H]2CCN21
- HOMO energy (eV) = -9.381

***

Computed, not measured: C5H7NO in the gas phase, with ωB97M-V/def2-TZVPD.

Structure (XYZ):
```
14
Properties=species:S:1:pos:R:3:forces:R:3:lowdin_charge:R:1
C 0.138 1.542 1.179 0.03 0.08 -0.04 -0.07
C 0.776 0.222 0.772 0.28 0.17 0.19 -0.21
C -0.157 -0.934 0.630 -0.14 0.31 -0.45 -0.16
N -1.422 -1.375 1.095 -0.23 -0.04 -0.35 0.01
C 0.354 -0.505 -0.482 0.09 -0.12 0.08 -0.14
O -2.243 -1.145 0.227 -0.24 -0.48 0.61 0.00
C 0.446 -0.632 -1.944 0.03 0.03 -0.09 -0.02
H -0.931 1.546 0.933 0.22 0.03 -0.04 0.08
H 0.220 1.655 2.267 0.02 0.04 -0.19 0.08
H 0.608 2.409 0.708 0.01 -0.06 0.04 0.07
H 1.808 0.092 1.103 -0.15 -0.10 0.26 0.11
H -0.463 -1.069 -2.370 0.14 0.09 0.09 0.08
H 1.286 -1.299 -2.166 -0.05 0.13 -0.11 0.09
H 0.650 0.335 -2.408 -0.01 -0.09 0.00 0.09
```
Positions in Å, forces in eV/Å.

- orbital gap (Eh) = 0.31944
- relative energy (zero: lowest compared OMol25 entry of this formula, charge and spin) (eV) = 5.454
- SMILES string = CC1=C(N=O)[C@@H]1C
- HOMO energy (eV) = -9.199

***

Computed, not measured: a molecular structure, C5H7NO at a distorted geometry, with ωB97M-V/def2-TZVPD.

Structure (XYZ):
```
14
Properties=species:S:1:pos:R:3:forces:R:3:lowdin_charge:R:1
C -1.179 2.840 -1.357 -1.06 3.53 -1.17 0.00
C 0.422 0.439 0.695 2.35 3.00 0.79 -0.04
C 0.722 -0.898 0.051 -3.93 -0.67 1.11 -0.32
C -0.008 0.813 -0.697 -0.80 0.35 0.49 -0.31
C -0.219 -1.992 0.622 -0.90 -0.57 -3.34 -0.02
N -0.448 1.874 -1.224 1.59 -3.15 0.73 0.01
O 0.176 -0.468 -1.202 0.22 1.22 -1.35 0.03
H -0.676 3.799 -1.789 -0.42 -1.51 0.62 0.04
H -0.263 0.360 1.510 -1.10 0.23 0.16 0.10
H 1.247 1.211 1.123 -1.31 -2.24 -1.09 0.17
H 1.721 -1.071 0.022 2.92 -1.23 -0.42 0.11
H -1.303 -1.721 0.591 1.00 0.55 0.22 0.10
H 0.084 -2.199 1.569 0.66 -0.63 3.06 0.03
H -0.277 -2.987 0.085 0.79 1.13 0.17 0.10
```
Positions in Å, forces in eV/Å.

- orbital gap (Eh) = 0.30340
- relative energy (zero: lowest compared OMol25 entry of this formula, charge and spin) (eV) = 4.669
- HOMO energy (eV) = -7.373

***

Computed, not measured: C5H7NO in the gas phase, with ωB97M-V/def2-TZVPD.

Structure (XYZ):
```
14
Properties=species:S:1:pos:R:3:forces:R:3:lowdin_charge:R:1
C 1.029 0.888 1.575 0.09 -0.01 0.17 -0.05
C 0.714 0.203 0.262 0.16 0.14 -0.02 -0.22
C -0.736 -0.338 0.128 -0.25 0.00 -0.04 -0.14
C -0.997 -1.264 -0.990 0.11 0.22 -0.33 -0.21
N -0.191 -1.241 -1.976 -0.39 -0.24 0.01 0.10
C -0.242 0.952 -0.523 -0.13 0.54 0.13 -0.34
O -0.523 1.906 -1.181 0.00 -0.55 0.34 0.15
H 1.271 0.156 2.347 0.03 0.04 -0.01 0.08
H 0.179 1.487 1.929 0.18 -0.13 -0.10 0.09
H 1.881 1.559 1.437 -0.09 -0.05 0.10 0.09
H 1.504 -0.378 -0.212 -0.15 0.12 -0.02 0.15
H -1.366 -0.400 1.013 0.11 0.18 -0.18 0.14
H -1.951 -1.810 -0.984 0.19 0.08 0.00 0.12
H -0.576 -1.746 -2.767 0.15 -0.35 -0.02 0.05
```
Positions in Å, forces in eV/Å.

- orbital gap (Eh) = 0.36650
- relative energy (zero: lowest compared OMol25 entry of this formula, charge and spin) (eV) = 2.438
- SMILES string = [H]/N=C/[C@@H]1C(=O)[C@H]1C
- HOMO energy (eV) = -9.022

***

Computed, not measured: C5H7NO in the gas phase at a distorted geometry, with ωB97M-V/def2-TZVPD.

Structure (XYZ):
```
14
Properties=species:S:1:pos:R:3:forces:R:3:lowdin_charge:R:1
O 0.465 -0.637 -1.500 0.16 -0.25 0.05 0.03
C 0.228 0.206 -0.039 0.08 0.07 0.14 -0.42
C -1.171 0.742 -0.087 0.03 0.07 -0.01 -0.11
C -2.178 -0.326 -0.169 -0.63 -0.76 -0.05 -0.21
N -2.939 -1.194 -0.241 0.75 0.86 0.07 0.15
C 1.540 0.677 0.160 -0.05 0.30 0.04 -0.11
C 1.000 -0.414 1.066 -0.09 -0.25 0.14 -0.11
H 0.429 -1.599 -1.352 -0.03 0.18 -0.07 0.12
H -1.336 1.319 0.829 0.02 -0.09 -0.12 0.14
H -1.296 1.420 -0.938 0.01 -0.09 0.11 0.13
H 1.445 -0.243 -1.249 -0.17 -0.09 -0.09 0.13
H 1.810 1.679 0.474 -0.06 -0.14 -0.02 0.07
H 0.615 -0.197 2.068 0.06 -0.01 -0.17 0.10
H 1.386 -1.433 0.980 -0.07 0.19 -0.02 0.09
```
Positions in Å, forces in eV/Å.

- orbital gap (Eh) = 0.33032
- relative energy (zero: lowest compared OMol25 entry of this formula, charge and spin) (eV) = 4.933
- HOMO energy (eV) = -8.370

***

Computed, not measured: C5H7NO in the gas phase at a distorted geometry, with ωB97M-V/def2-TZVPD.

Structure (XYZ):
```
14
Properties=species:S:1:pos:R:3:forces:R:3:lowdin_charge:R:1
C -1.672 -1.049 0.174 -0.04 0.02 0.03 0.00
C -0.256 -0.594 0.192 -0.05 0.17 -0.05 -0.28
C 0.305 0.628 -0.077 -0.07 -0.10 0.44 -0.29
N -0.274 1.779 -0.625 -0.26 0.20 0.18 0.09
C 1.680 0.452 0.168 -0.33 0.58 0.39 -0.05
C 1.937 -0.877 0.470 -0.11 0.73 -0.82 -0.15
O 0.695 -1.510 0.472 -0.10 0.01 -0.45 -0.01
H -2.356 -0.194 0.151 0.10 -0.13 0.02 0.08
H -1.878 -1.673 -0.704 0.05 0.08 0.12 0.09
H -1.892 -1.643 1.066 0.03 0.07 -0.09 0.09
H 0.075 2.617 -0.180 -0.13 0.03 -0.06 0.09
H -1.283 1.765 -0.592 -0.01 0.09 0.00 0.08
H 2.499 1.148 0.036 -0.22 0.09 -0.18 0.12
H 2.419 -0.849 -0.550 1.14 -1.84 0.47 0.14
```
Positions in Å, forces in eV/Å.

- orbital gap (Eh) = 0.32521
- relative energy (zero: lowest compared OMol25 entry of this formula, charge and spin) (eV) = 2.917
- SMILES string = Cc1occc1N
- HOMO energy (eV) = -8.010

***

Computed, not measured: C5H7NO in the gas phase at a distorted geometry, with ωB97M-V/def2-TZVPD.

Structure (XYZ):
```
14
Properties=species:S:1:pos:R:3:forces:R:3:lowdin_charge:R:1
C 0.706 1.865 -0.826 0.04 0.05 0.00 -0.04
C 0.230 0.529 -0.317 -0.23 -0.33 0.45 -0.31
C -0.088 0.248 0.999 0.20 0.23 -0.50 -0.02
C -0.522 -1.095 1.198 -0.31 -0.65 -0.05 -0.36
N -1.006 -1.744 2.175 0.45 0.26 -1.03 0.13
O -0.356 -1.753 -0.181 -0.39 0.83 0.17 -0.05
C 0.031 -0.572 -1.193 0.23 0.07 0.31 -0.05
H 1.450 1.752 -1.628 -0.22 -0.04 0.22 0.08
H -0.131 2.448 -1.237 0.19 -0.23 0.13 0.09
H 1.158 2.451 -0.016 -0.14 -0.19 -0.19 0.08
H -0.027 0.951 1.824 -0.02 -0.20 -0.20 0.12
H -1.136 -2.739 1.976 0.03 0.35 0.01 0.06
H 0.819 -0.930 -1.857 -0.23 0.05 0.21 0.10
H -1.126 -1.435 -0.883 0.40 -0.21 0.49 0.17
```
Positions in Å, forces in eV/Å.

- orbital gap (Eh) = 0.31577
- relative energy (zero: lowest compared OMol25 entry of this formula, charge and spin) (eV) = 4.175
- HOMO energy (eV) = -7.836